Density functional theory data (ωB97M-V with the def2-TZVPD basis set) for a molecular structure, C20H23NO6PPtS.

Atoms and positions in Å:
Pt (0.26137, -0.39624, 0.12518)
O (-3.59347, 1.34521, -0.85505)
C (-2.46581, 0.90063, -0.65955)
O (-2.09850, -0.02630, 0.12605)
C (-1.34283, 1.52556, -1.48023)
C (-1.55225, 2.48091, -2.45981)
C (-0.48456, 2.87409, -3.25396)
C (0.75470, 2.26269, -3.09311)
C (0.89326, 1.32189, -2.09487)
N (-0.12736, 1.03332, -1.28436)
C (2.13900, 0.47843, -1.91219)
O (3.07302, 0.64196, -2.67679)
O (2.10038, -0.36748, -0.93152)
H (-2.55543, 2.86425, -2.57672)
H (-0.62569, 3.62147, -4.02468)
H (1.60645, 2.46736, -3.72503)
C (0.25667, -3.92065, -0.60560)
C (1.43768, -3.45314, 0.24366)
P (0.96849, -2.09799, 1.37287)
C (-0.18006, -2.86080, 2.54807)
C (0.35074, -4.14012, 3.19895)
C (2.47224, -1.70517, 2.35156)
C (3.72783, -2.51398, 2.02165)
H (0.57846, -4.66375, -1.33720)
H (-0.18822, -3.08202, -1.14202)
H (-0.52378, -4.37384, 0.00946)
H (2.22740, -3.04996, -0.39299)
H (1.85870, -4.28312, 0.81406)
H (-1.11701, -3.04057, 2.01683)
H (-0.40244, -2.10278, 3.29858)
H (0.43192, -4.95766, 2.48236)
H (-0.32083, -4.46102, 3.99688)
H (1.33593, -3.98711, 3.64369)
H (2.20679, -1.80631, 3.40654)
H (2.64078, -0.64130, 2.18510)
H (3.58509, -3.58607, 2.15977)
H (4.54616, -2.20419, 2.67402)
H (4.04213, -2.34214, 0.99247)
O (-4.31041, -1.46491, 6.52535)
C (-2.95463, -1.41287, 6.65476)
O (-2.44936, -1.87381, 7.64298)
C (-2.21049, -0.76910, 5.53783)
C (-0.90922, -0.34439, 5.77031)
C (-0.17124, 0.25577, 4.76494)
C (-0.69392, 0.43800, 3.47415)
S (0.29076, 1.14099, 2.20800)
C (-2.01621, 0.01114, 3.25222)
C (-2.74906, -0.57807, 4.26308)
H (-4.56672, -0.97487, 5.73579)
H (-0.48781, -0.49748, 6.75644)
H (0.84458, 0.58085, 4.95669)
H (-2.43377, 0.11550, 2.25862)
H (-3.74761, -0.93056, 4.01900)

The multiplicity is 1. The calculation puts the total energy at -58264.0849 eV. The maximum force is 0.59 eV/Å. Its net charge is -1. As for the frontier orbital gap (alpha / beta): 6.6 / 6.6 eV. The value obtained for the energy above the lowest of the compared OMol25 structures with the same formula, charge and spin is 1.1451 eV.

Density functional theory data (ωB97M-V with the def2-TZVPD basis set) for a molecular structure, C6H11NO at a distorted geometry.

Atoms and positions in Å:
C (-0.99701, 1.65616, 1.09050)
C (-0.14956, 0.68218, -0.74752)
C (0.39705, -0.21055, 0.36988)
C (-1.00508, -0.03250, -1.79095)
C (-0.12285, -1.60657, 0.53111)
C (1.85088, -0.03855, 0.68849)
N (-0.94180, 1.76459, -0.16697)
O (-0.41980, 0.71194, 1.76861)
H (-1.56235, 2.37892, 1.67034)
H (0.69519, 1.16291, -1.26070)
H (-1.80416, -0.59421, -1.31685)
H (-0.40186, -0.69981, -2.40334)
H (-1.45572, 0.72514, -2.42542)
H (0.28364, -2.05825, 1.43324)
H (0.18901, -2.21155, -0.32004)
H (-1.20715, -1.62815, 0.59444)
H (2.09480, -0.50844, 1.63929)
H (2.11109, 1.01673, 0.74134)
H (2.44569, -0.50999, -0.09547)

The multiplicity is 1. The calculation puts the total energy at -9937.1165 eV. The maximum force is 3.04 eV/Å. Its net charge is 0. As for the frontier orbital gap: 9.9 eV. The value obtained for the energy above the lowest of the compared OMol25 structures with the same formula, charge and spin is 1.3379 eV.

Density functional theory data (ωB97M-V with the def2-TZVPD basis set) for a molecular structure, C31H39BCl3CrF4N7O2S2Si.

Atoms and positions in Å:
Cr (0.68652, 0.63128, 0.10085)
N (1.68793, 0.07764, -1.71464)
C (2.18096, 1.31697, -2.29136)
C (3.23026, 1.39463, -3.15333)
C (3.59857, 2.63923, -3.71096)
C (2.87917, 3.76281, -3.42447)
C (1.78189, 3.69814, -2.53622)
C (0.95146, 4.79788, -2.22955)
C (-0.09123, 4.63044, -1.36508)
C (-0.26425, 3.39137, -0.72995)
N (0.49629, 2.35146, -0.97450)
C (1.47170, 2.47398, -1.93030)
H (2.46151, -0.55617, -1.53918)
H (1.04784, -0.35353, -2.38121)
H (3.78160, 0.49872, -3.41440)
H (4.44504, 2.68950, -4.38210)
H (3.14044, 4.71611, -3.86730)
H (1.14240, 5.75838, -2.69462)
H (-0.77394, 5.43807, -1.14182)
H (-1.04828, 3.25080, 0.00543)
Cl (-2.98951, 0.99225, -1.01198)
Si (-1.41673, -0.29428, -0.62767)
Cl (-1.18540, -1.44756, -2.38265)
Cl (-2.18746, -1.69796, 0.68062)
C (-1.67561, -5.43829, 2.59495)
O (-0.85760, -5.23137, 1.44956)
C (-0.25826, -6.29834, 0.88977)
C (-0.35557, -7.60283, 1.35641)
C (0.29410, -8.63376, 0.68821)
C (1.03459, -8.38281, -0.45604)
C (1.13560, -7.08128, -0.92302)
C (0.51292, -6.04575, -0.24971)
N (0.58901, -4.71584, -0.77550)
C (0.85751, -3.59102, -0.14607)
C (1.40849, -3.38569, 1.11754)
C (1.99814, -4.40285, 1.92792)
C (2.41691, -4.12803, 3.18698)
C (2.20939, -2.82720, 3.71969)
C (1.68425, -1.81825, 2.96718)
C (1.34702, -2.04120, 1.61012)
O (0.95891, -1.07709, 0.85493)
H (-2.03366, -4.45476, 2.88236)
H (-1.10052, -5.86852, 3.41663)
H (-2.52419, -6.08279, 2.35987)
H (-0.95217, -7.82305, 2.22950)
H (0.21053, -9.64384, 1.06850)
H (1.53262, -9.18822, -0.97809)
H (1.71485, -6.85849, -1.81258)
H (0.28746, -4.62314, -1.73403)
H (0.59328, -2.70203, -0.70689)
H (2.13462, -5.39398, 1.51525)
H (2.90228, -4.88701, 3.78510)
H (2.48662, -2.63052, 4.74828)
H (1.54716, -0.82134, 3.36162)
F (2.71579, 2.50361, 0.65852)
B (3.40289, 1.38492, 1.27200)
F (3.42553, 0.35988, 0.29017)
F (2.54642, 0.97949, 2.32231)
F (4.64811, 1.73621, 1.70560)
C (-3.60662, 3.60828, 2.32400)
C (-2.71556, 3.06307, 3.42984)
N (-1.32515, 3.49657, 3.27327)
C (-0.35818, 2.80753, 2.66622)
S (-0.67053, 1.22110, 2.06880)
N (0.85439, 3.33249, 2.58176)
C (1.25178, 4.64762, 3.07443)
C (0.87896, 5.78187, 2.12443)
H (-4.64408, 3.32374, 2.50489)
H (-3.30323, 3.20378, 1.35570)
H (-3.55847, 4.69902, 2.28563)
H (-2.73466, 1.97818, 3.43269)
H (-3.05448, 3.41271, 4.40443)
H (-1.11008, 4.42867, 3.58719)
H (1.56279, 2.76299, 2.13151)
H (2.32948, 4.61250, 3.20888)
H (0.81591, 4.80734, 4.06302)
H (1.47678, 5.72225, 1.21547)
H (1.06482, 6.74758, 2.59700)
H (-0.17649, 5.73469, 1.84344)
S (-0.78761, 1.84174, -4.06042)
C (-2.42513, 1.60963, -4.31270)
N (-3.03332, 0.44936, -4.60738)
C (-4.48970, 0.55009, -4.65353)
C (-4.72012, 2.06886, -4.51494)
N (-3.37179, 2.56360, -4.24848)
H (-2.54010, -0.42165, -4.54444)
H (-4.94507, -0.00355, -3.83196)
H (-4.87703, 0.16093, -5.59278)
H (-5.39063, 2.30228, -3.68929)
H (-5.12972, 2.50764, -5.42443)
H (-3.13134, 3.53411, -4.17293)

The multiplicity is 4. The calculation puts the total energy at -154398.7174 eV. The maximum force is 0.56 eV/Å. Its net charge is +1. As for the frontier orbital gap (alpha / beta): 7.3 / 7.3 eV. As for the expectation value of S²: 3.864. The value obtained for the energy above the lowest of the compared OMol25 structures with the same formula, charge and spin is 0.0000 eV.

Density functional theory data (ωB97M-V with the def2-TZVPD basis set) for a gas-phase ion, C10H20BrNO4P (charge +1).

Atoms and positions in Å:
C (-0.66007, 0.47175, 3.52548)
C (-0.45695, -1.03667, 3.71612)
C (-0.80575, -1.78231, 2.46461)
O (-1.83488, -2.34948, 2.25539)
O (0.19336, -1.72391, 1.52992)
C (-0.23066, -1.91921, 0.17285)
C (-0.87814, -0.62917, -0.35090)
C (0.07892, 0.23643, -1.18788)
P (-0.73298, 1.89718, -1.66924)
C (-2.44028, 1.82002, -1.03235)
O (-0.93601, 1.65493, -3.27944)
C (0.57100, -0.54785, -2.44156)
O (1.91340, -0.98689, -2.35843)
C (2.73440, 0.12822, -2.10207)
C (2.64866, 0.43880, -0.62913)
Br (3.32392, -1.05798, 0.41033)
N (1.20454, 0.66345, -0.23457)
H (-0.00635, 0.87997, 2.74512)
H (-1.69773, 0.70940, 3.28125)
H (-0.40842, 1.00261, 4.44554)
H (0.57752, -1.22928, 4.00787)
H (-1.12274, -1.39275, 4.50353)
H (-0.91630, -2.76398, 0.09356)
H (0.67614, -2.19007, -0.37375)
H (-1.17243, -0.04678, 0.52995)
H (-1.76359, -0.85380, -0.94427)
H (-2.96077, 2.66458, -1.49310)
H (-2.95996, 0.89163, -1.26925)
H (-2.41784, 1.96489, 0.05078)
H (-1.44596, 2.37556, -3.67572)
H (0.45437, 0.04693, -3.34973)
H (-0.05733, -1.43286, -2.55762)
H (2.33969, 0.98766, -2.66938)
H (3.76634, -0.06236, -2.39110)
H (3.26633, 1.27711, -0.31615)
H (1.07233, 0.21724, 0.68318)
H (1.08420, 1.67698, -0.08987)

The multiplicity is 1. The calculation puts the total energy at -99699.1833 eV. The maximum force is 0.98 eV/Å. As for the SMILES: CCC(=O)OCC[C@]1(P(C)O)COC[C@H](Br)[NH2+]1. Its net charge is +1. As for the frontier orbital gap: 9.9 eV.

What is the formula in the fourth record?
C10H20BrNO4P